The following is a quantum chemistry calculation of an isolated molecule of C5H10O2 at a distorted geometry, from OMol25.

Each line ends with the natural charge from an NBO analysis.
Geometry (Å):
O: 2.775 -0.103 0.812  -0.716
C: 1.624 -0.602 0.168  -0.065
C: 0.256 -0.050 0.491  -0.251
C: -0.461 1.240 0.122  -0.445
C: -1.941 0.749 0.023  -0.070
O: -1.955 -0.600 -0.425  -0.530
C: -0.637 -0.881 -0.737  -0.057
H: 3.395 -0.847 0.827  0.469
H: 1.699 -0.567 -0.923  0.150
H: 1.483 -1.650 0.477  0.163
H: 0.179 -0.109 1.612  0.217
H: -0.416 2.096 0.803  0.223
H: -0.109 1.549 -0.862  0.201
H: -2.490 1.373 -0.686  0.179
H: -2.459 0.738 0.988  0.180
H: -0.410 -0.380 -1.721  0.154
H: -0.531 -1.955 -0.969  0.197

Properties
energy relative to the best compared isomer or geometry (same formula, charge and spin)	3.246	eV
SMILES string	OC[C@H]1CCOC1
HOMO	-9.24	eV
largest force on an atom	0.0343	Eh/bohr
orbital gap	0.370	Eh
total charge	0